{
  "formula": "C24H20BrClF3IrN3O4",
  "method": "wB97M-V/def2-TZVPD",
  "energy_ha": -4829.5998,
  "homo_lumo_gap_ev": 6.33,
  "e_above_lowest_kj_mol": 332.2,
  "total_charge": 1,
  "max_force_ev_per_a": 1.6,
  "homo_energy_ev": -10.90,
  "lumo_energy_ev": -4.57,
  "species": ["Ir", "O", "C", "C", "C", "C", "C", "C", "C", "O", "N", "N", "C", "C", "Br", "C", "C", "C", "C", "C", "C", "C", "H", "H", "H", "H", "H", "H", "H", "H", "H", "H", "H", "H", "H", "H", "Cl", "C", "C", "O", "O", "H", "H", "F", "C", "F", "F", "C", "C", "C", "N", "C", "C", "H", "H", "H", "H"],
  "positions_angstrom": [[-1.3908, 0.1775, 0.4336], [-0.9176, -1.5865, 3.5435], [0.1267, -2.3458, 3.1178], [1.1345, -2.5750, 4.0531], [2.2232, -3.3639, 3.7433], [2.3271, -3.9474, 2.4853], [1.3340, -3.7120, 1.5551], [0.2361, -2.8983, 1.8378], [-0.7951, -2.6627, 0.7356], [-1.7020, -1.6538, 1.0107], [-0.1848, -2.3121, -0.5329], [0.0690, -1.0081, -0.6648], [0.9372, -0.6085, -1.5248], [1.2799, 0.7690, -1.7259], [0.1266, 1.9428, -0.7712], [2.2358, 1.3080, -2.4836], [3.2384, 0.5793, -3.2696], [3.6089, 1.1151, -4.5044], [4.4859, 0.4318, -5.3293], [5.0321, -0.7751, -4.9138], [4.7235, -1.2802, -3.6578], [3.8308, -0.6094, -2.8382], [-1.5800, -1.5294, 2.8400], [1.0157, -2.1371, 5.0357], [2.9905, -3.5360, 4.4865], [3.1737, -4.5710, 2.2331], [1.4161, -4.1836, 0.5804], [-1.3528, -3.5873, 0.5590], [0.3861, -2.9734, -1.0358], [1.4459, -1.3377, -2.1468], [2.2601, 2.3898, -2.5701], [3.1893, 2.0613, -4.8251], [4.7438, 0.8417, -6.2963], [5.7125, -1.3128, -5.5606], [5.1862, -2.1953, -3.3130], [3.6486, -0.9778, -1.8357], [-3.6702, -3.1095, -1.3992], [-3.9257, -1.3779, -1.1047], [-4.0317, -1.0656, 0.3823], [-4.7816, -1.6418, 1.1068], [-3.3262, 0.0139, 0.8099], [-4.8707, -1.0946, -1.5644], [-3.1062, -0.8309, -1.5617], [-2.8668, 6.7264, 1.1937], [-3.0803, 5.9424, 2.2584], [-2.3445, 6.4012, 3.2710], [-4.3693, 6.0395, 2.5916], [-2.7252, 4.5094, 1.9183], [-3.2725, 3.9346, 0.7785], [-2.8955, 2.6555, 0.4407], [-2.0089, 1.9695, 1.1855], [-1.5176, 2.5027, 2.3084], [-1.8567, 3.7803, 2.7082], [-3.9754, 4.4738, 0.1591], [-3.2916, 2.1566, -0.4304], [-0.8409, 1.8854, 2.8834], [-1.4376, 4.1932, 3.6137]],
  "atomic_forces_ev_per_a": [[1.15, -0.06, -1.16], [0.14, 0.03, 0.07], [-0.06, 0.03, 0.02], [0.00, -0.06, 0.09], [-0.01, 0.03, 0.00], [0.03, 0.00, -0.04], [0.04, 0.04, 0.00], [-0.01, 0.26, -0.11], [0.64, -0.29, 0.34], [-0.63, -0.26, 0.36], [-0.55, -0.33, -0.23], [-0.14, 0.29, 0.18], [0.14, -0.04, -0.08], [-0.13, -0.08, -0.06], [-0.30, 0.16, 0.23], [0.15, 0.02, -0.13], [-0.05, 0.02, 0.02], [-0.03, 0.00, -0.05], [-0.01, 0.00, 0.00], [-0.01, 0.01, 0.01], [-0.01, -0.01, -0.02], [0.05, 0.00, 0.07], [-0.06, -0.06, -0.07], [0.03, 0.01, -0.01], [-0.01, 0.01, 0.00], [-0.03, -0.03, 0.02], [-0.02, 0.01, 0.00], [-0.19, 0.07, 0.02], [0.22, 0.08, 0.04], [0.05, -0.04, 0.08], [0.01, -0.01, 0.01], [-0.01, -0.02, -0.01], [0.01, 0.00, 0.01], [0.02, 0.02, 0.02], [0.00, 0.01, 0.00], [-0.04, -0.01, -0.02], [-0.01, 0.03, 0.01], [0.15, 0.03, 0.14], [0.23, -0.03, -0.07], [-0.07, 0.12, 0.09], [-0.64, 0.04, -0.27], [0.01, -0.01, -0.05], [-0.03, -0.01, -0.09], [-0.01, 0.02, 0.02], [-0.03, -0.05, 0.01], [-0.01, 0.02, 0.01], [-0.01, 0.01, 0.00], [0.00, 0.02, -0.05], [0.06, 0.03, 0.05], [-0.08, 0.10, 0.15], [-0.04, 0.09, 0.39], [0.08, -0.11, 0.06], [-0.02, 0.02, 0.02], [0.02, 0.00, -0.02], [0.00, -0.06, 0.04], [0.02, -0.03, -0.04], [0.01, -0.01, 0.00]],
  "mulliken_charge": [1.17, -0.78, 0.41, -0.55, -0.48, -0.84, -0.73, 0.62, 0.20, -0.60, -0.15, -0.19, -0.42, 0.42, -0.18, -0.76, 0.53, -0.52, -0.56, -0.45, -0.58, -0.51, 0.30, 0.46, 0.40, 0.41, 0.30, 0.35, 0.31, 0.79, 0.42, 0.38, 0.39, 0.40, 0.39, 0.69, -0.18, -0.14, 0.53, -0.52, -0.68, 0.39, 0.10, -0.24, 0.73, -0.27, -0.23, 0.42, -0.99, 0.27, -0.25, -0.24, -0.82, 0.45, 0.54, 0.55, 0.52]
}